[1]
{"formula": "C5H9NO", "method": "ωB97M-V/def2-TZVPD", "elements": ["C", "C", "C", "C", "C", "O", "N", "H", "H", "H", "H", "H", "H", "H", "H", "H"], "positions_angstrom": [[-0.897362, 0.824803, -1.752404], [0.548977, 0.628681, 1.760497], [0.270831, -1.350626, 0.164799], [0.205218, 0.386490, -0.808506], [-0.209391, -0.020902, 0.623247], [0.329891, -2.519391, 0.777868], [0.590564, -1.035774, -1.034230], [0.690592, -3.167548, 0.149419], [1.081075, 1.046125, -0.861869], [-1.292486, -0.019949, 0.798307], [-1.270018, 1.814681, -1.470300], [-1.744011, 0.130033, -1.741487], [-0.524052, 0.887583, -2.779703], [0.254024, 1.677354, 1.868462], [0.334312, 0.121266, 2.706587], [1.631835, 0.597176, 1.599311]], "atomic_forces_ev_per_a": [[0.03, 0.34, -0.01], [-0.08, 0.12, 0.42], [0.03, 0.93, -1.07], [-0.47, -0.52, -0.24], [-0.17, 0.41, 0.89], [0.07, -0.47, 0.14], [0.60, -0.89, -0.34], [-0.05, 0.12, 0.10], [-0.22, -0.08, 0.11], [0.13, 0.20, -0.04], [0.01, -0.05, -0.05], [0.19, 0.01, 0.08], [-0.03, -0.05, 0.14], [0.04, -0.11, 0.00], [0.06, 0.09, -0.07], [-0.16, -0.04, -0.06]], "multiplicity": 1, "relative_energy_kj_mol": 139.10, "homo_ha": -0.35180, "e_tot_ha": -325.884574, "orbital_gap_ev": 10.457}


[2]
{"formula": "C2H5NS", "method": "ωB97M-V/def2-TZVPD", "elements": ["C", "C", "H", "H", "H", "H", "H", "N", "S"], "positions_angstrom": [[-1.117982, 1.138261, 0.009624], [-0.289671, -0.072871, -0.030662], [-1.076993, 1.686202, 1.035583], [-0.818194, 2.103213, -0.751435], [-2.160028, 0.820880, -0.017175], [-0.501874, -2.027731, 0.015382], [-2.061015, -1.065981, -0.758293], [-0.989930, -1.237069, 0.115288], [1.374596, 0.046910, -0.012803]], "atomic_forces_ev_per_a": [[-0.38, 4.23, 0.13], [2.05, 0.08, 0.65], [0.38, -1.21, -1.52], [-0.90, -3.26, 1.84], [-0.25, 0.51, -0.60], [2.19, -3.80, -0.85], [4.15, -1.31, 3.59], [-6.29, 5.26, -3.19], [-0.96, -0.49, -0.07]], "multiplicity": 1, "relative_energy_kj_mol": 228.35, "homo_ha": -0.30967, "e_tot_ha": -532.055594, "orbital_gap_ev": 8.242}


[3]
{"formula": "C6H7Br2N4", "method": "ωB97M-V/def2-TZVPD", "elements": ["C", "C", "C", "C", "C", "C", "N", "N", "N", "N", "Br", "Br", "H", "H", "H", "H", "H", "H", "H"], "positions_angstrom": [[0.634298, 1.182756, 1.224320], [-0.577778, 1.594326, 0.608860], [1.635487, 0.698928, -0.775104], [0.624765, -0.377525, -1.218904], [0.254554, 1.043391, -1.530289], [-0.504247, -2.051671, 0.122267], [1.704830, 1.002310, 0.529782], [-0.081590, -0.951478, -0.201286], [-1.583084, -1.780278, 2.068359], [-0.637783, 1.705051, -0.702599], [1.209870, -1.452522, -2.762538], [-0.570755, -3.754453, -0.499312], [0.738193, 1.233277, 2.296529], [-1.359673, 2.049307, 1.198868], [2.552933, 0.793890, -1.340477], [0.306967, 1.377075, -2.558764], [-0.805879, -2.040716, 2.668393], [-2.208865, -2.579112, 2.010384], [-1.332243, 2.307443, -1.138489]], "atomic_forces_ev_per_a": [[0.57, -0.19, 0.08], [-0.34, 0.35, -0.64], [0.09, -0.51, -1.04], [0.57, 0.02, -0.90], [0.40, -0.43, -0.63], [-1.82, 1.34, 3.64], [0.02, 0.20, 1.14], [-0.24, -0.63, 0.06], [1.54, 0.20, -3.27], [-0.37, 0.09, 0.79], [-0.24, 0.65, 0.70], [0.07, -0.46, -0.32], [-0.17, 0.13, 0.17], [-0.12, 0.04, -0.05], [-0.12, -0.06, -0.15], [-0.07, 0.01, 0.11], [0.11, -0.34, 0.07], [0.08, -0.26, 0.05], [0.02, -0.15, 0.18]], "multiplicity": 1, "relative_energy_kj_mol": 491.81, "homo_ha": -0.45754, "e_tot_ha": -5599.450468, "charge": 1, "orbital_gap_ev": 6.949}


[4]
{"formula": "C2H4N6O2", "method": "ωB97M-V/def2-TZVPD", "elements": ["C", "N", "N", "N", "N", "C", "O", "H", "H", "H", "H", "N", "N", "O"], "positions_angstrom": [[0.218897, -1.181720, 1.061362], [0.832763, 0.015872, 0.568615], [1.739574, 0.733743, 1.136610], [2.146205, 1.649972, 0.392407], [1.503523, 1.522727, -0.804772], [0.583324, 0.520906, -0.731693], [-0.259641, 0.064997, -1.437038], [0.999251, -1.994530, 1.249136], [-0.314090, -0.837991, 2.091088], [-0.632842, -1.453006, 0.328045], [1.596115, 2.215919, -1.507276], [-2.697574, 0.497098, -0.148345], [-2.743737, -0.417238, -0.780510], [-2.971769, -1.336749, -1.417629]], "atomic_forces_ev_per_a": [[-1.74, 0.06, 2.37], [-0.97, 0.00, -3.03], [1.63, 0.46, 2.45], [0.57, 0.53, -0.28], [-0.72, -0.67, 0.42], [0.54, -0.69, 1.86], [-0.80, -0.13, -2.08], [-1.33, 1.02, -0.36], [1.25, -1.30, -2.23], [1.83, 0.21, 1.18], [0.07, 0.42, -0.42], [0.55, 0.56, 0.52], [-0.85, 2.65, 1.72], [-0.02, -3.13, -2.13]], "smiles": "Cn1nn[nH]c1=O.N#[N+][O-]", "multiplicity": 1, "relative_energy_kj_mol": 6.91, "homo_ha": -0.35213, "e_tot_ha": -557.523851, "orbital_gap_ev": 10.429}


Number 1: lowest unoccupied orbital energy 0.0325 Eh. Number 2: lowest unoccupied orbital energy -0.0068 Eh. Number 3: lowest unoccupied orbital energy -0.2022 Eh. Number 4: lowest unoccupied orbital energy 0.0311 Eh.